No. 1
12
Properties=species:S:1:pos:R:3:forces:R:3:mulliken_charge:R:1 method="wB97M-V/def2-TZVPD" total_charge=0 e_tot_ha=-360.5335
O -2.624078 -1.364961 -0.776511 1.14 1.03 -0.12 -0.460
C -1.655370 -0.668379 -0.690457 0.48 0.06 0.77 -0.001
C -0.429827 -0.721912 0.368788 -0.29 0.38 -0.09 -0.120
C 0.855581 -0.745699 -0.377521 0.31 0.11 -0.13 -0.410
N 0.200031 0.511067 -0.134414 0.70 0.37 0.26 -0.205
C 0.702085 1.534635 0.660272 0.59 -0.10 0.48 0.035
O 1.790914 1.522919 1.168167 -0.10 0.29 -0.10 -0.479
H -1.066063 0.367642 -1.092522 -2.55 -1.67 -1.10 0.392
H -0.392785 -0.879480 1.452231 -0.38 -0.12 -0.46 0.375
H 0.809419 -1.079458 -1.416137 0.12 0.17 0.15 0.215
H 1.812149 -0.862964 0.120233 -0.19 -0.34 0.14 0.292
H -0.002055 2.386589 0.717870 0.16 -0.19 0.20 0.366

No. 2
119
Properties=species:S:1:pos:R:3:forces:R:3:mulliken_charge:R:1 method="wB97M-V/def2-TZVPD" total_charge=+1 e_tot_ha=-4117.4717
C 4.812615 0.705703 0.894253 -0.53 0.34 0.28 -1.087
C 3.728259 1.424220 -0.064542 0.18 -0.11 -0.84 0.606
C 4.062928 2.987088 -0.329330 0.44 -0.74 -0.16 -1.394
C 2.191225 1.183056 0.410301 0.14 0.21 -0.19 0.244
C 1.959248 1.387588 1.987139 -0.37 1.26 -0.04 -0.975
C 1.771194 -0.258644 -0.160693 2.46 1.47 -1.52 -0.624
O 0.642861 -0.893665 0.523794 -3.67 -0.01 -2.39 0.557
C -0.505393 -0.945112 -0.288266 -1.63 -0.64 -1.96 -0.556
N -0.588497 -1.531525 -1.607155 -2.06 0.68 1.41 0.845
C 0.404493 -2.239015 -2.439219 1.58 2.69 -4.93 -0.323
O 0.579152 -1.786567 -3.614367 -1.15 -2.44 5.65 -0.466
C 1.296894 -3.485661 -1.982243 2.25 -0.70 -1.47 1.058
F 1.867291 -4.021228 -3.189306 -1.64 1.54 3.06 -0.331
F 2.433021 -3.084775 -1.192003 -3.21 -0.86 -1.55 -0.223
C 0.485112 -4.690897 -1.296678 -0.21 -2.77 -0.50 0.403
F -0.919023 -4.479427 -1.244374 3.02 0.14 -0.19 -0.253
F 0.677937 -5.874119 -2.099634 -0.53 2.99 1.95 -0.303
C 0.976769 -5.085416 0.182368 -0.66 -2.15 1.41 0.611
F 0.150560 -6.203919 0.585322 1.74 2.48 -1.07 -0.293
F 2.313230 -5.558633 0.245996 -3.28 1.55 -0.58 -0.248
C 0.756817 -3.949476 1.292748 2.11 2.59 2.66 0.495
O 1.766717 -3.350579 1.746752 -3.84 -2.47 -1.84 -0.500
O -0.547868 -3.669272 1.777392 2.94 -1.03 -1.47 -0.526
C -1.947951 -1.362909 -2.166583 -2.03 2.24 3.58 -0.485
C -2.839982 -0.617259 -1.111888 5.29 -3.00 -3.08 0.197
C -4.378525 -0.205059 -1.170489 0.11 -0.73 -0.28 -0.486
C -4.695553 1.114085 -2.023670 -0.55 0.54 0.13 -0.876
C -4.104089 2.475660 -1.409497 0.53 0.42 -0.84 -0.038
C -5.171473 3.315902 -0.527192 0.11 0.18 -0.37 -1.009
C -4.531400 3.863550 0.863110 0.97 -2.28 -1.63 0.793
F -3.441884 4.748712 0.637620 -2.69 -1.61 0.81 -0.314
F -3.931840 2.674599 1.456629 -1.22 2.49 -0.71 -0.224
C -5.615289 4.364260 1.927646 0.39 -2.92 2.69 0.692
F -5.043979 4.150514 3.234100 -1.29 0.78 -3.29 -0.275
F -6.797738 3.548844 1.908799 3.45 1.76 -0.23 -0.325
S -6.154616 6.146888 1.811733 -2.73 3.44 1.46 1.139
F -5.828137 6.280623 0.183928 0.04 -0.43 2.57 -0.284
F -4.681604 6.757818 2.290025 -2.15 -1.42 -1.34 -0.271
F -6.590587 6.067872 3.453318 0.59 0.26 -2.88 -0.309
F -7.706113 5.634933 1.424279 2.34 1.19 0.33 -0.286
F -6.731547 7.715057 1.769653 1.10 -2.67 0.06 -0.276
N -1.836313 -0.463531 -0.057856 1.65 0.70 0.40 0.454
C -2.137564 0.176186 1.255639 -0.57 -1.62 1.78 -0.680
O -1.363591 1.366441 1.539401 -1.35 -0.82 -2.45 -0.211
O -1.051938 1.251574 2.867648 0.62 0.18 2.68 -0.385
H 4.253524 -0.082114 1.522587 1.10 0.99 -0.94 0.215
H 5.663994 0.208932 0.292142 -1.46 0.86 1.01 0.289
H 5.258143 1.474576 1.633770 -0.63 -1.27 -1.19 0.339
H 3.843618 0.913241 -1.102266 -0.33 0.80 1.56 -0.027
H 3.972069 3.630430 0.610043 0.03 -0.91 -1.25 0.286
H 3.416674 3.413305 -1.174257 0.78 -0.61 1.32 0.360
H 5.155824 3.033309 -0.694310 -1.63 0.03 0.63 0.376
H 1.561897 1.963561 -0.153245 0.84 -1.13 0.89 0.429
H 1.163298 2.222816 2.095722 1.30 -1.50 -0.06 0.112
H 2.902247 1.813066 2.509788 -1.47 -1.02 -0.90 0.452
H 1.539034 0.480748 2.538427 0.80 1.16 -0.83 0.009
H 1.517096 -0.101787 -1.280788 0.42 -0.38 1.82 0.321
H 2.727458 -0.911689 -0.134107 -2.05 0.56 0.31 0.041
H -0.404201 -3.166149 2.619084 -0.04 -0.25 -0.27 0.383
H -2.271254 -1.741472 -3.189484 0.92 0.52 1.69 0.437
H -4.813454 -0.172467 -0.111467 0.66 0.14 -1.47 0.098
H -4.925657 -1.076889 -1.704171 1.09 1.29 0.97 0.393
H -4.380368 0.995027 -3.129390 -0.24 0.04 1.92 0.417
H -5.848595 1.242690 -2.060881 1.85 -0.47 0.10 0.417
H -3.108646 2.281970 -0.864547 -1.61 0.29 -0.62 -0.014
H -3.824422 3.143788 -2.314605 -0.40 -1.07 1.58 0.409
H -5.527820 4.181233 -1.194758 0.55 -1.09 1.37 0.393
H -6.105985 2.667168 -0.333298 1.61 1.05 0.18 0.418
H -1.850646 -0.599325 2.068684 -0.41 1.34 -1.32 0.328
H -3.270824 0.302849 1.334154 1.62 0.25 -0.31 0.417
H -1.435285 2.019081 3.358671 -0.05 -0.49 -1.03 0.294
C 2.419979 -4.509348 6.502226 0.02 -0.05 0.05 -1.218
C 2.962534 -3.407645 5.597685 0.11 -0.43 0.04 -0.287
C 2.090836 -2.149527 5.602851 -0.59 -0.39 -0.35 -0.227
C 0.711061 -2.482229 5.110808 -2.73 -0.33 -0.93 0.422
N -0.376761 -2.744617 4.722068 3.75 0.87 1.01 -0.692
H 1.436426 -4.854295 6.172330 0.04 0.07 0.04 0.345
H 3.087578 -5.374085 6.489376 -0.06 0.10 0.04 0.363
H 2.333861 -4.161107 7.536134 -0.01 -0.07 -0.08 0.307
H 3.047067 -3.795806 4.577393 0.01 0.18 0.05 0.114
H 3.971968 -3.143166 5.925758 -0.12 0.13 -0.08 0.369
H 2.527055 -1.386995 4.952167 -0.24 -0.01 0.00 0.148
H 2.020590 -1.734180 6.612033 -0.16 -0.04 -0.10 0.406
C 4.802770 -2.464785 -6.941862 0.07 -0.08 -0.07 -1.123
C 5.522658 -3.228613 -5.836437 0.10 -0.45 -0.31 -0.472
C 4.756926 -3.215872 -4.509252 0.19 1.92 -0.34 -0.159
C 4.585173 -1.803922 -4.022480 -1.39 -0.69 1.65 -0.056
N 4.441250 -0.620372 -3.616760 -2.30 -4.58 0.83 -0.748
H 4.694239 -1.404574 -6.694495 -0.04 -0.06 0.09 0.256
H 5.368382 -2.523549 -7.875338 -0.10 0.00 0.03 0.350
H 3.806255 -2.880546 -7.120979 0.06 0.06 0.00 0.307
H 6.517789 -2.794180 -5.694525 -0.09 -0.08 0.13 0.262
H 5.667166 -4.266399 -6.157376 0.02 -0.02 -0.05 0.361
H 5.304827 -3.786548 -3.754359 -0.13 0.19 0.13 0.300
H 3.769896 -3.674909 -4.631923 0.09 -0.18 -0.02 0.024
C -8.331239 1.005447 5.391457 0.02 0.03 0.08 -1.166
C -9.335585 1.262573 4.272915 0.15 0.22 0.30 -0.254
C -9.427609 0.103878 3.276900 0.75 0.15 -0.28 -0.427
C -8.091490 -0.117501 2.625592 2.52 -0.67 -1.44 0.311
N -7.038312 -0.291941 2.113926 -3.49 0.70 1.67 -0.512
H -7.315200 0.894263 5.003460 -0.08 -0.04 -0.01 0.323
H -8.320550 1.843765 6.092133 -0.02 -0.10 -0.04 0.329
H -8.588259 0.099312 5.948644 0.05 0.08 -0.03 0.344
H -9.054181 2.181348 3.747965 -0.11 -0.11 -0.04 0.138
H -10.322208 1.433223 4.713312 0.03 -0.07 -0.17 0.317
H -10.167649 0.329627 2.504757 0.17 -0.13 -0.04 0.280
H -9.735686 -0.815013 3.783257 0.14 0.02 -0.11 0.326
C 8.929081 1.228806 -4.956838 0.07 -0.01 0.02 -1.083
C 7.964040 1.976211 -5.871426 0.36 -0.25 -0.06 -0.447
C 6.685424 2.417919 -5.155008 -0.30 -0.67 0.04 -0.540
C 5.951449 1.214965 -4.630391 -1.65 -1.93 1.13 0.437
N 5.372752 0.266242 -4.216622 5.51 6.95 -3.33 0.277
H 8.490580 0.301139 -4.579310 0.00 0.09 0.00 0.306
H 9.836785 0.959575 -5.501806 -0.07 0.05 0.08 0.325
H 9.216661 1.847130 -4.100902 0.00 -0.08 -0.06 0.303
H 7.710107 1.333238 -6.720339 -0.07 0.15 0.05 0.303
H 8.468515 2.858328 -6.275845 -0.20 0.00 0.03 0.323
H 6.034239 2.959146 -5.846804 -0.10 -0.11 0.15 0.292
H 6.922329 3.084300 -4.320824 -0.11 -0.15 0.04 0.290

No. 3
14
Properties=species:S:1:pos:R:3:forces:R:3:mulliken_charge:R:1 method="wB97M-V/def2-TZVPD" total_charge=0 e_tot_ha=-320.6886
C -1.008493 0.524873 2.036309 -0.02 0.02 0.06 -0.849
N -0.383133 0.521114 0.731237 0.04 0.01 0.00 0.488
C -0.281429 -0.502078 -0.223683 -0.11 0.26 -0.02 -0.317
C 0.513745 0.133289 -1.211204 0.02 -0.20 0.10 0.506
C 1.232724 -0.814309 -1.981151 0.07 0.08 -0.14 -1.047
N 0.621488 1.475111 -0.946333 -0.02 -0.12 0.01 -0.448
N 0.135821 1.652494 0.235350 -0.09 -0.11 0.05 -0.351
H -0.951877 1.541902 2.428956 0.00 -0.16 -0.08 0.330
H -0.491638 -0.156710 2.718616 -0.06 0.10 -0.13 0.288
H -2.059870 0.224917 1.961743 0.17 0.05 -0.03 0.297
H -1.229846 -0.975396 -0.487671 0.22 -0.02 0.03 0.301
H 2.020657 -1.353168 -1.462743 -0.25 0.00 0.07 0.300
H 0.418137 -1.625566 -0.762282 0.12 0.13 -0.17 0.241
H 1.463715 -0.646474 -3.037144 -0.08 -0.02 0.24 0.261

No. 4
15
Properties=species:S:1:pos:R:3:forces:R:3:mulliken_charge:R:1 method="wB97M-V/def2-TZVPD" total_charge=0 e_tot_ha=-399.9045
C -1.673934 -1.329300 -0.306413 -1.32 -0.02 -2.03 -1.521
C -0.384355 -0.692097 -0.185188 2.73 2.83 -0.39 0.936
C 0.844585 -1.546201 -0.016140 0.79 -0.89 3.02 0.057
O 1.993535 -1.129864 0.246632 -3.27 -1.42 -1.32 -0.527
C -0.352226 0.676739 -0.291834 -0.04 -2.61 0.63 -0.203
C 0.482153 1.819847 0.000252 1.76 3.92 -0.98 0.130
N 1.661496 1.771133 0.641437 0.58 1.14 1.19 -0.319
O 0.121632 2.958378 -0.380618 -0.75 -1.74 0.43 -0.642
H -2.498267 -0.616742 -0.282439 0.16 0.09 0.32 0.371
H -1.819970 -2.038553 0.457998 -0.29 -1.19 0.74 0.442
H -1.766226 -1.758605 -1.318323 -0.01 -0.54 0.46 0.291
H 0.473590 -2.734695 0.206705 1.49 2.61 -1.00 0.193
H -1.285819 1.066118 -0.543826 -1.53 0.72 -0.30 0.337
H 2.108384 0.900922 0.728086 0.73 -1.10 0.44 0.223
H 2.095420 2.652920 1.043669 -1.04 -1.79 -1.21 0.232